w) Here is a 9-piece molecular cluster, C27H54O27 overall from OMol25. Energies are from ωB97M-V/def2-TZVPD.

Summary:
* multiplicity: 1
* SMILES: COC(=O)OC.COC(=O)OC.COC(=O)OC.COC(=O)OC.COC(=O)OC.COC(=O)OC.COC(=O)OC.COC(=O)OC.COC(=O)OC
* orbital gap: 11.08 eV
* E_HOMO: -0.387 hartree

```
108
Properties=species:S:1:pos:R:3:lowdin_charge:R:1
C 3.41 3.82 2.08 0.00
O 3.38 3.01 0.87 0.01
C 3.58 1.74 1.03 -0.63
O 3.78 1.15 2.07 0.11
O 3.71 1.18 -0.21 -0.01
C 3.99 -0.26 -0.15 -0.03
H 4.19 3.46 2.72 0.09
H 2.42 3.85 2.55 0.10
H 3.61 4.82 1.68 0.09
H 4.19 -0.60 -1.17 0.09
H 3.07 -0.80 0.16 0.08
H 4.77 -0.51 0.55 0.08
C 0.84 0.57 -3.88 0.01
O 1.61 -0.67 -4.08 -0.04
C 1.12 -1.49 -5.00 -0.67
O 0.14 -1.20 -5.63 0.11
O 1.74 -2.66 -5.17 0.03
C 2.75 -2.91 -4.15 -0.03
H 1.39 1.01 -3.03 0.10
H -0.19 0.29 -3.61 0.07
H 0.84 1.24 -4.74 0.10
H 2.96 -3.95 -4.31 0.09
H 2.37 -2.75 -3.14 0.08
H 3.66 -2.27 -4.19 0.11
C -3.70 -4.61 -1.48 -0.08
O -2.58 -4.92 -0.73 0.03
C -1.51 -4.15 -0.92 -0.55
O -0.48 -4.36 -0.24 0.07
O -1.61 -3.26 -1.92 -0.02
C -0.27 -2.87 -2.43 0.02
H -3.94 -3.54 -1.53 0.10
H -4.55 -5.11 -1.03 0.10
H -3.61 -4.92 -2.51 0.09
H 0.45 -2.63 -1.67 0.08
H -0.45 -2.10 -3.20 0.09
H 0.05 -3.75 -2.93 0.09
C -1.39 6.83 -1.93 -0.02
O -1.07 5.80 -0.99 -0.01
C 0.15 5.60 -0.52 -0.57
O 0.55 4.82 0.29 0.14
O 1.03 6.45 -1.17 -0.06
C 2.42 5.91 -1.17 0.01
H -1.20 6.55 -2.94 0.09
H -0.86 7.73 -1.70 0.09
H -2.44 6.85 -1.69 0.10
H 2.39 4.84 -1.05 0.08
H 2.94 6.35 -0.35 0.07
H 2.83 6.19 -2.16 0.10
C 1.16 -1.39 6.54 -0.02
O 0.62 -0.16 6.00 0.01
C -0.46 -0.32 5.26 -0.62
O -0.96 -1.34 4.90 0.13
O -0.90 0.91 4.94 0.01
C -2.04 0.99 4.14 -0.06
H 0.36 -2.03 6.91 0.09
H 1.85 -1.13 7.31 0.08
H 1.74 -1.95 5.73 0.11
H -2.01 0.43 3.19 0.07
H -2.19 2.05 3.98 0.10
H -2.91 0.65 4.64 0.09
C 3.99 -4.17 0.57 0.01
O 4.54 -2.97 1.23 -0.03
C 4.37 -3.05 2.55 -0.59
O 3.65 -3.86 3.13 0.08
O 5.15 -2.17 3.19 -0.01
C 4.98 -1.96 4.61 -0.02
H 2.89 -4.10 0.46 0.09
H 4.25 -5.01 1.20 0.09
H 4.49 -4.16 -0.42 0.10
H 5.07 -2.86 5.18 0.08
H 4.03 -1.45 4.85 0.09
H 5.80 -1.28 4.88 0.10
C -5.20 0.35 -0.52 0.01
O -4.60 -0.97 -0.21 -0.03
C -4.13 -1.09 1.03 -0.63
O -4.19 -0.25 1.92 0.10
O -3.67 -2.32 1.14 0.01
C -3.34 -2.73 2.49 0.00
H -5.20 0.40 -1.58 0.07
H -4.72 1.14 0.08 0.09
H -6.31 0.16 -0.16 0.14
H -4.14 -2.46 3.11 0.08
H -2.47 -2.23 2.96 0.08
H -3.17 -3.78 2.49 0.10
C -3.54 4.03 -2.49 0.00
O -3.86 2.90 -3.33 -0.01
C -3.02 1.95 -3.67 -0.69
O -1.85 2.07 -3.88 0.13
O -3.77 0.93 -3.94 0.01
C -3.13 -0.30 -4.46 0.03
H -2.43 4.12 -2.48 0.09
H -3.93 3.76 -1.51 0.09
H -3.99 4.98 -2.84 0.10
H -3.90 -0.83 -5.09 0.12
H -2.71 -0.92 -3.67 0.08
H -2.27 -0.05 -5.05 0.07
C -1.44 1.43 -0.47 -0.05
O -1.40 0.70 0.74 -0.01
C -0.36 -0.19 0.81 -0.54
O 0.50 -0.33 -0.04 0.11
O -0.49 -0.93 1.91 -0.02
C 0.65 -1.79 2.12 -0.02
H -0.46 1.78 -0.79 0.10
H -2.05 2.32 -0.27 0.09
H -1.89 0.89 -1.32 0.09
H 0.19 -2.56 2.77 0.10
H 1.41 -1.30 2.74 0.11
H 0.93 -2.37 1.21 0.10
```

=====

x) Here is a 9-piece molecular cluster, C27H54O27 overall from OMol25. Energies are from ωB97M-V/def2-TZVPD.

Summary:
* multiplicity: 1
* SMILES: COC(=O)OC.COC(=O)OC.COC(=O)OC.COC(=O)OC.COC(=O)OC.COC(=O)OC.COC(=O)OC.COC(=O)OC.COC(=O)OC
* orbital gap: 10.96 eV
* E_HOMO: -0.389 hartree

```
108
Properties=species:S:1:pos:R:3:lowdin_charge:R:1
C -7.61 2.30 -2.78 -0.01
O -6.36 1.83 -3.30 -0.03
C -6.29 1.46 -4.57 -0.64
O -7.14 1.63 -5.39 0.14
O -5.12 0.88 -4.86 0.03
C -4.17 0.66 -3.84 -0.05
H -8.29 1.46 -2.96 0.10
H -7.99 3.19 -3.27 0.10
H -7.44 2.55 -1.74 0.09
H -3.24 0.29 -4.25 0.08
H -4.60 0.03 -3.06 0.07
H -3.91 1.56 -3.27 0.09
C 0.46 3.45 1.30 -0.01
O 0.65 3.48 2.72 0.00
C -0.33 3.98 3.45 -0.62
O -1.22 4.70 3.08 0.13
O -0.15 3.59 4.71 0.00
C -1.06 4.00 5.71 -0.04
H -0.17 4.29 1.03 0.08
H -0.06 2.53 1.05 0.09
H 1.44 3.46 0.82 0.10
H -0.51 4.56 6.47 0.10
H -1.57 3.19 6.21 0.09
H -1.78 4.70 5.27 0.09
C 0.73 -0.87 1.92 -0.02
O -0.36 -0.89 1.01 0.02
C -0.19 -0.20 -0.11 -0.61
O 0.79 0.43 -0.43 0.12
O -1.16 -0.56 -0.94 0.00
C -1.14 -0.07 -2.27 -0.02
H 1.68 -1.18 1.47 0.10
H 0.54 -1.39 2.85 0.09
H 0.98 0.15 2.23 0.08
H -1.28 1.00 -2.34 0.08
H -1.80 -0.62 -2.94 0.08
H -0.14 -0.28 -2.68 0.10
C 3.27 -3.25 3.39 -0.01
O 2.09 -4.06 3.26 0.00
C 1.05 -3.78 4.04 -0.63
O 1.03 -3.01 4.96 0.12
O 0.04 -4.49 3.60 0.01
C -1.23 -4.39 4.22 -0.03
H 3.73 -3.46 4.35 0.08
H 3.04 -2.19 3.27 0.08
H 3.93 -3.57 2.60 0.10
H -1.74 -3.45 4.00 0.10
H -1.24 -4.58 5.29 0.10
H -1.81 -5.14 3.69 0.10
C 2.57 1.39 4.25 -0.03
O 3.27 0.17 4.53 0.00
C 3.32 -0.19 5.80 -0.63
O 2.94 0.38 6.77 0.17
O 3.93 -1.39 5.81 -0.03
C 3.41 -2.34 6.72 -0.06
H 1.57 1.36 4.68 0.10
H 2.59 1.54 3.18 0.08
H 3.10 2.25 4.67 0.11
H 3.62 -3.38 6.48 0.09
H 2.33 -2.23 6.68 0.08
H 3.76 -2.17 7.74 0.10
C 1.36 -3.20 -1.96 -0.01
O 0.08 -3.31 -2.60 -0.03
C -0.02 -3.01 -3.90 -0.65
O 0.79 -2.38 -4.52 0.12
O -1.15 -3.52 -4.34 0.00
C -1.25 -3.59 -5.79 -0.01
H 1.19 -3.24 -0.89 0.09
H 1.84 -2.32 -2.38 0.09
H 2.00 -4.04 -2.27 0.10
H -1.40 -2.58 -6.18 0.10
H -2.13 -4.21 -5.92 0.10
H -0.37 -4.05 -6.22 0.10
C -1.27 4.22 -1.79 0.00
O -0.36 4.50 -2.85 0.02
C 0.64 3.69 -3.08 -0.63
O 0.83 2.62 -2.56 0.12
O 1.47 4.26 -3.94 0.00
C 2.57 3.47 -4.40 -0.03
H -0.78 3.81 -0.91 0.06
H -1.86 3.39 -2.21 0.09
H -1.85 5.10 -1.54 0.10
H 3.26 3.40 -3.56 0.09
H 2.96 4.07 -5.22 0.09
H 2.30 2.52 -4.85 0.10
C 3.92 1.18 -1.11 -0.03
O 5.02 1.79 -0.45 0.01
C 6.23 1.58 -0.93 -0.65
O 6.50 0.78 -1.79 0.12
O 7.09 2.34 -0.32 0.01
C 8.46 2.42 -0.68 -0.03
H 3.00 1.68 -0.81 0.07
H 3.89 0.13 -0.84 0.10
H 3.98 1.28 -2.19 0.09
H 8.80 1.50 -1.16 0.09
H 9.05 2.75 0.17 0.09
H 8.53 3.26 -1.38 0.10
C -2.41 -3.21 -0.21 -0.02
O -3.71 -3.68 -0.57 0.02
C -4.44 -2.96 -1.39 -0.60
O -4.09 -2.01 -2.04 0.12
O -5.67 -3.50 -1.39 0.00
C -6.70 -2.81 -2.09 -0.03
H -2.51 -2.47 0.58 0.10
H -1.83 -2.89 -1.06 0.07
H -1.87 -4.07 0.18 0.10
H -6.47 -1.76 -2.29 0.08
H -7.63 -2.91 -1.55 0.09
H -6.77 -3.31 -3.06 0.10
```

=====

So which one is most stable? That would be x), about 63.0 kJ/mol below the next structure.

=====

w) Here is one molecule with the formula C2H6N4O2 from OMol25. Energies are from ωB97M-V/def2-TZVPD.

Summary:
* multiplicity: 1
* SMILES: [H]/N=C/NO/C(=N/[H])NO
* orbital gap: 9.72 eV
* E_HOMO: -0.323 hartree

```
14
Properties=species:S:1:pos:R:3:nbo_charge:R:1
H 2.05 -1.41 -1.55 0.35
N 1.43 -1.25 -0.77 -0.70
C 1.91 -0.36 0.02 0.25
N 1.19 0.11 1.11 -0.32
O -0.20 -0.06 1.02 -0.38
C -0.81 0.65 0.04 0.67
N -0.33 1.70 -0.39 -0.79
H -1.03 2.18 -0.94 0.35
N -1.92 -0.09 -0.26 -0.34
O -2.42 -1.25 0.30 -0.52
H 3.07 -0.14 0.05 0.17
H 1.39 1.12 1.32 0.39
H -2.43 0.24 -1.05 0.38
H -1.89 -1.44 1.10 0.49
```

=====

x) Here is C2H6N4O2 as an isolated structure from OMol25. Energies are from ωB97M-V/def2-TZVPD.

Summary:
* multiplicity: 1
* orbital gap: 9.24 eV
* E_HOMO: -0.316 hartree

```
14
Properties=species:S:1:pos:R:3:nbo_charge:R:1
C 0.58 -0.15 0.06 0.57
C -2.93 -0.72 0.02 -0.12
H -1.04 1.79 0.96 0.39
H 0.15 2.99 -0.50 0.38
H 1.50 -1.76 0.51 0.36
H 2.91 0.60 0.43 0.51
H -3.41 -1.44 -0.82 0.21
H -3.90 -0.12 0.37 0.20
N -0.43 1.93 -0.23 -0.70
N 0.78 1.13 0.04 -0.40
N 1.59 -1.03 -0.24 -0.27
N -1.83 -0.23 0.40 -0.13
O 2.82 -0.48 0.14 -0.61
O -0.68 -0.69 -0.30 -0.39
```

=====

So which one is most stable? That would be w), about 454.2 kJ/mol below the next structure.

=====

w) Here is a 3-piece molecular cluster, C4H13NO3 overall from OMol25. Energies are from ωB97M-V/def2-TZVPD.

Summary:
* multiplicity: 2
* charge: +1
* <S²>: 0.75
* orbital gap (spin up / spin down): 9.10 / 4.19 eV
* E_HOMO (spin up / spin down): -0.484 / -0.484 hartree

```
21
Properties=species:S:1:pos:R:3:lowdin_spin:R:1
C -0.34 -1.01 -0.63 0.06
C -1.25 -1.60 -1.73 0.02
C -0.98 -0.56 0.62 0.07
N -1.84 -1.30 1.27 0.02
C -2.27 -0.94 2.65 0.02
O -0.71 0.59 1.09 0.79
H 0.20 -0.22 -1.17 0.00
H 0.55 -1.55 -0.30 0.01
H -1.68 -0.73 -2.21 0.00
H -0.59 -2.10 -2.41 0.01
H -2.03 -2.29 -1.40 0.00
H -2.20 -2.10 0.84 0.00
H -1.79 0.01 2.90 0.01
H -2.10 -1.77 3.31 0.00
H -3.30 -0.60 2.57 0.00
H 1.72 2.85 1.59 0.00
H 1.08 1.93 0.55 0.00
O 1.73 2.63 0.65 0.01
H 5.18 3.68 -2.65 0.00
H 5.39 2.25 -2.39 0.00
O 5.25 2.85 -3.14 0.00
```

=====

x) Here is a 3-piece molecular cluster, C4H13NO3 overall from OMol25. Energies are from ωB97M-V/def2-TZVPD.

Summary:
* multiplicity: 2
* charge: +1
* <S²>: 0.75
* orbital gap (spin up / spin down): 10.02 / 5.35 eV
* E_HOMO (spin up / spin down): -0.504 / -0.504 hartree

```
21
Properties=species:S:1:pos:R:3:lowdin_spin:R:1
C 0.06 -2.78 -0.65 0.08
N 0.01 -1.34 -0.72 0.62
C 0.26 -0.35 1.61 0.08
C 0.77 -0.54 0.16 0.08
C 2.25 -0.96 0.20 0.01
O 2.98 -0.80 1.13 0.01
H 1.09 -3.14 -0.68 0.01
H -0.39 -3.15 0.28 0.05
H -0.51 -3.16 -1.49 0.00
H -0.92 -0.99 -0.92 0.01
H -0.80 -0.12 1.75 0.00
H 0.43 -1.25 2.16 0.00
H 0.87 0.39 2.07 0.01
H 0.71 0.48 -0.25 0.01
H 2.55 -1.48 -0.73 0.00
H -0.10 3.27 -0.60 0.00
H 0.26 1.90 0.05 0.00
O -0.42 2.38 -0.40 0.00
H -4.74 2.65 -1.53 0.00
H -3.86 3.85 -1.38 0.00
O -4.32 3.19 -0.85 0.00
```

=====

So which one is most stable? That would be w), about 30.0 kJ/mol below the next structure.